Density functional theory data (ωB97M-V/def2-TZVPD) for a cluster of 3 separate species, C28H54I2N2O9P in total.

Summary:
E_HOMO = -10.9 eV
Orbital gap = 8.3 eV
2S+1 = 1
Charge = +1

Last column: Löwdin charge in e.
Geometry (Å):
C -2.8494 1.7148 1.0009  0.003
C -2.8643 0.4090 1.0515  -0.156
C -2.0042 -0.5524 0.2487  -0.099
C -0.5141 -0.1566 0.0149  -0.296
C -0.2513 0.5137 -1.3730  0.006
C -1.3969 1.3677 -1.8949  -0.471
O -2.2398 0.8659 -2.5339  0.176
O -1.4155 2.7102 -1.6507  0.087
C -2.5987 3.3435 -2.0784  -0.501
C -2.5331 4.2734 -3.2818  0.042
O -3.5943 3.2092 -1.5321  0.204
C 0.2376 0.6148 1.1517  -0.049
C 0.5373 -0.3580 2.3638  -0.391
C 2.0343 0.0070 2.6807  -0.113
C 2.2792 1.4720 3.0323  -0.404
C 2.1673 2.0433 4.4593  -0.028
N 2.6303 2.2380 2.1143  0.164
C -0.4707 -0.2542 3.5347  -0.568
I 0.3541 -1.1696 5.3493  0.989
C -0.9690 1.2035 3.8186  -0.273
C -1.1876 1.5794 5.3013  -0.171
N 0.5432 -1.6804 1.6012  -0.094
P -0.1411 -3.1889 2.4159  0.912
O -1.2105 -3.9178 1.4106  -0.230
O 1.1127 -4.2397 2.6037  -0.235
C 0.2857 -1.5186 0.1220  -0.231
C 1.6199 -1.6374 -0.6300  -0.236
C 2.1443 -3.1200 -0.7052  -0.737
C 3.6808 -3.0355 -0.6323  -0.184
I 1.6901 -3.8404 -2.7028  0.950
H -3.7245 2.2991 1.2731  0.087
H -1.9649 2.2897 0.7425  0.065
H -3.6086 -0.0467 1.7083  0.115
H -1.9950 -1.4945 0.8225  0.090
H -2.5335 -0.7891 -0.6820  0.135
H 0.6457 1.1426 -1.3191  0.142
H -0.1486 -0.2981 -2.0950  0.130
H -2.5549 3.6754 -4.1975  0.100
H -3.3795 4.9537 -3.2104  0.093
H -1.6292 4.8950 -3.2700  0.090
H -0.0795 1.6253 1.3927  0.109
H 1.2064 0.7963 0.6688  0.101
H 2.4492 -0.5968 3.5011  0.078
H 2.6661 -0.1829 1.8046  0.113
H 1.3982 2.8226 4.4191  0.080
H 3.0988 2.5750 4.6771  0.094
H 1.9351 1.2960 5.2168  0.019
H 2.7632 3.1838 2.4802  0.069
H -1.3632 -0.8512 3.3342  0.058
H -0.3421 1.9832 3.3839  0.087
H -1.9579 1.2731 3.3612  0.087
H -1.8543 0.8912 5.8255  0.062
H -0.2639 1.7704 5.8466  0.038
H -1.7224 2.5422 5.2870  0.087
H 1.5506 -1.9059 1.5893  0.122
H -0.8258 -4.2385 0.5694  0.077
H 0.8209 -5.0943 2.2335  0.081
H -0.3380 -2.2860 -0.3570  0.137
H 2.4306 -1.0363 -0.1899  0.113
H 1.5572 -1.2979 -1.6643  0.066
H 1.7257 -3.7559 0.0798  0.050
H 4.0602 -2.2727 -1.3220  0.083
H 4.1673 -3.9742 -0.9097  0.068
H 4.0136 -2.7411 0.3743  0.084
C -2.3514 -5.4600 -4.1198  -0.111
O -1.1950 -5.8644 -4.8312  -0.203
C -0.4169 -6.8203 -4.1232  -0.239
C -0.6361 -8.2225 -4.6540  -0.203
O -1.9556 -8.6743 -4.3923  -0.190
C -2.7993 -8.6081 -5.5322  -0.105
H -2.9866 -4.8974 -4.8025  0.093
H -2.9142 -6.3164 -3.7421  0.086
H -2.0701 -4.8073 -3.2838  0.072
H -0.6285 -6.7741 -3.0497  0.116
H 0.6334 -6.5484 -4.2717  0.090
H 0.0455 -8.9040 -4.1348  0.127
H -0.4106 -8.2709 -5.7234  0.129
H -2.5357 -9.3982 -6.2420  0.091
H -2.7363 -7.6357 -6.0263  0.084
H -3.8246 -8.7651 -5.2005  0.090
C 0.5876 8.5589 0.2442  -0.107
O 1.2720 7.7302 -0.6829  -0.193
C 2.6195 7.4784 -0.3089  -0.201
C 2.7771 6.0976 0.2932  -0.198
O 2.1022 5.9924 1.5435  -0.193
C 0.8672 5.3116 1.4416  -0.119
H -0.4732 8.5332 -0.0021  0.089
H 0.7180 8.2109 1.2715  0.083
H 0.9418 9.5909 0.1595  0.092
H 2.9825 8.2459 0.3809  0.129
H 3.2212 7.5338 -1.2211  0.127
H 3.8389 5.9169 0.4861  0.126
H 2.4260 5.3304 -0.4040  0.125
H 1.0437 4.2373 1.2983  0.060
H 0.2568 5.6937 0.6199  0.086
H 0.3218 5.4561 2.3751  0.092

Density functional theory data (ωB97M-V/def2-TZVPD) for a structure of composition C2H3CuO2.

Summary:
Energy relative to the best compared isomer or geometry (same formula, charge and spin) = 72.24 kJ/mol
E_HOMO (alpha / beta) = -15.6 / -16.7 eV
Orbital gap (alpha / beta) = 9.4 / 9.1 eV
2S+1 = 2
Charge = +1

Last column: Löwdin charge in e.
Geometry (Å):
O -0.4906 -0.9896 -0.3449  0.038
C -0.1555 0.2207 -0.4852  -0.270
Cu -1.8631 -0.0216 -1.2221  0.900
O 0.6313 0.7756 0.4097  -0.022
C 1.3919 -0.0694 1.2932  0.007
H 2.0770 0.5976 1.8268  0.117
H 0.7295 -0.5771 2.0039  0.115
H 1.9534 -0.8189 0.7246  0.116

Density functional theory data (ωB97M-V/def2-TZVPD) for a cluster of 11 separate species, C11H44N22O11 in total.

Summary:
Energy relative to the best compared isomer or geometry (same formula, charge and spin) = 989.93 kJ/mol
E_HOMO = -9.5 eV
Orbital gap = 9.2 eV
SMILES string = NC(N)=O.NC(N)=O.NC(N)=O.NC(N)=O.NC(N)=O.NC(N)=O.NC(N)=O.NC(N)=O.NC(N)=O.NC(N)=O.NC(N)=O
2S+1 = 1

Last column: Löwdin charge in e.
Geometry (Å):
C 10.8080 -12.3869 -1.1536  -0.818
O 11.8549 -12.6083 -1.6162  0.085
N 10.3877 -11.2797 -0.6299  0.158
N 9.9067 -13.3358 -0.8661  0.138
H 10.9254 -10.4248 -0.6442  0.124
H 9.6261 -11.3371 0.0309  0.106
H 9.9613 -14.2128 -1.3642  0.110
H 9.1531 -13.0957 -0.2380  0.096
C 20.3616 -6.6928 -8.8683  -0.779
O 20.1419 -5.4847 -8.9660  0.003
N 20.2385 -7.5999 -9.7724  0.169
N 20.8679 -7.1279 -7.7165  0.152
H 20.1250 -8.5349 -9.4079  0.110
H 19.8424 -7.4100 -10.6819  0.128
H 20.8090 -6.5185 -6.9132  0.122
H 20.8978 -8.1314 -7.8265  0.096
C 21.5263 -7.8862 -0.9319  -0.892
O 20.5467 -8.3947 -0.4913  0.055
N 22.4178 -8.6211 -1.3589  0.172
N 21.8238 -6.6197 -0.9508  0.176
H 23.3216 -8.2861 -1.6607  0.123
H 22.0956 -9.5596 -1.5472  0.142
H 22.6952 -6.4481 -1.4317  0.103
H 21.2728 -5.8431 -0.6141  0.122
C 23.4255 -18.3617 -10.0172  -0.733
O 23.5464 -19.3229 -9.2439  0.007
N 24.4462 -17.9386 -10.7616  0.138
N 22.3836 -17.5526 -10.1246  0.153
H 25.3365 -18.3901 -10.6079  0.110
H 24.5456 -16.9677 -11.0214  0.100
H 21.5867 -17.8762 -9.5952  0.113
H 22.3482 -16.6302 -10.5345  0.111
C 23.8045 -12.1077 -11.9133  -0.708
O 22.5620 -12.3459 -11.5914  -0.063
N 24.3617 -12.1193 -13.0712  0.157
N 24.7214 -11.7094 -11.0604  0.136
H 25.3676 -12.0585 -13.1390  0.119
H 23.7831 -12.3723 -13.8595  0.128
H 24.4367 -11.7723 -10.0934  0.115
H 25.5603 -11.1959 -11.2898  0.114
C 25.2463 -15.0937 -4.8939  -0.838
O 25.7099 -14.2669 -4.2231  0.074
N 24.3798 -14.8147 -5.8255  0.173
N 25.7653 -16.3095 -4.7534  0.152
H 24.1544 -13.8336 -5.9072  0.119
H 23.9063 -15.4760 -6.4243  0.108
H 25.5675 -17.0518 -5.4090  0.099
H 26.6856 -16.2167 -4.3478  0.113
C 14.6381 -17.5445 0.9370  -0.788
O 14.6178 -18.2133 1.9993  -0.009
N 13.7790 -17.5793 -0.0405  0.157
N 15.6361 -16.8390 0.6390  0.162
H 12.9203 -18.1108 -0.0232  0.118
H 14.1007 -17.3483 -0.9695  0.106
H 15.6379 -16.2816 -0.2032  0.119
H 16.4398 -16.9143 1.2461  0.135
C 13.3820 -15.3562 -9.8303  -0.722
O 13.5819 -14.7980 -10.9336  0.000
N 12.6910 -14.8795 -8.8121  0.142
N 13.8218 -16.5621 -9.4718  0.137
H 12.3306 -13.9566 -9.0085  0.120
H 12.8289 -15.2828 -7.8965  0.106
H 14.5025 -17.0255 -10.0567  0.115
H 13.4289 -16.9741 -8.6376  0.102
C 14.1553 -6.3939 1.1444  -0.862
O 14.1575 -7.3181 1.9555  0.015
N 15.0987 -6.0758 0.4056  0.187
N 13.1648 -5.5746 1.1057  0.157
H 15.0533 -5.2743 -0.2074  0.128
H 15.8024 -6.7994 0.4412  0.141
H 12.5259 -5.6850 1.8802  0.123
H 13.0353 -4.9049 0.3608  0.111
C 18.1499 -12.1710 -5.4972  -0.765
O 19.3090 -11.6934 -5.4481  -0.012
N 17.7422 -12.6828 -6.6454  0.135
N 17.2634 -12.3122 -4.6002  0.176
H 18.2283 -12.6552 -7.5303  0.112
H 17.0292 -13.3981 -6.6438  0.097
H 16.3735 -12.7892 -4.6254  0.127
H 17.5732 -11.9205 -3.7222  0.131
C 18.9992 -14.9772 -16.0536  -0.764
O 19.3122 -15.7692 -16.9468  0.008
N 18.6378 -15.2485 -14.8345  0.168
N 19.3893 -13.7154 -16.1906  0.138
H 18.2816 -14.4120 -14.3948  0.109
H 18.4508 -16.1965 -14.5404  0.126
H 19.6655 -13.5436 -17.1468  0.115
H 18.9699 -13.0179 -15.5926  0.101

Density functional theory data (ωB97M-V/def2-TZVPD) for a structure of composition C22H26AsN3Pd.

Summary:
Energy relative to the best compared isomer or geometry (same formula, charge and spin) = 62.74 kJ/mol
E_HOMO (alpha / beta) = -13.9 / -13.9 eV
Orbital gap (alpha / beta) = 5.2 / 5.1 eV
2S+1 = 1
Charge = +2

Last column: Löwdin charge in e.
Geometry (Å):
Pd 1.3513 -0.0547 0.7005  0.841
N 1.6165 -2.3344 0.5760  0.035
C 3.0193 -2.6947 0.8646  -0.192
C 3.9201 -1.6892 0.1816  -0.182
N 3.5848 -0.3619 0.7089  -0.118
C 4.3379 0.7506 0.1138  -0.183
C 3.8248 2.0423 0.7143  -0.212
N 2.3713 2.1053 0.4815  -0.051
H 0.9763 -2.8722 1.1504  0.101
H 1.3981 -2.5417 -0.3953  0.111
H 3.2550 -3.7065 0.5321  0.140
H 3.1643 -2.6507 1.9451  0.132
H 3.7451 -1.6910 -0.8961  0.137
H 4.9694 -1.9414 0.3544  0.146
H 3.7615 -0.3681 1.7122  0.141
H 4.1734 0.7407 -0.9652  0.135
H 5.4106 0.6488 0.2962  0.143
H 4.3509 2.8921 0.2772  0.135
H 4.0015 2.0548 1.7906  0.129
H 2.1890 2.3604 -0.4839  0.079
H 1.9422 2.8202 1.0570  0.080
C -5.0963 3.0506 -0.3975  -0.055
C -4.0626 3.5169 -1.1990  -0.059
C -2.7755 3.0405 -1.0071  -0.125
C -2.5471 2.0863 -0.0217  -0.381
C -3.5662 1.6197 0.7917  -0.095
C -4.8506 2.1099 0.5914  -0.060
As -0.6859 1.4457 0.0818  1.300
C -0.8845 -0.1908 1.1352  -0.466
C -0.9811 -0.2916 2.5354  -0.086
C -1.4314 -1.4675 3.0983  -0.042
C -1.7861 -2.5434 2.2767  -0.011
C -1.6769 -2.4706 0.8937  -0.011
C -1.2100 -1.3037 0.3028  -0.224
C -1.0302 -1.0643 -1.1346  -0.232
C -1.1632 -2.0168 -2.1396  -0.009
C -0.9388 -1.6570 -3.4619  -0.043
C -0.5894 -0.3555 -3.7895  -0.042
C -0.4752 0.6123 -2.7934  -0.079
C -0.6976 0.2594 -1.4760  -0.335
H -6.0973 3.4367 -0.5346  0.117
H -4.2576 4.2538 -1.9665  0.116
H -1.9573 3.4167 -1.6114  0.097
H -3.3830 0.8917 1.5726  0.097
H -5.6626 1.7507 1.2095  0.115
H -0.7424 0.5598 3.1612  0.121
H -1.5269 -1.5515 4.1724  0.124
H -2.1583 -3.4532 2.7308  0.128
H -1.9723 -3.3160 0.2858  0.125
H -1.4595 -3.0316 -1.9030  0.118
H -1.0477 -2.3978 -4.2427  0.121
H -0.4156 -0.0839 -4.8221  0.121
H -0.2341 1.6356 -3.0549  0.109

Density functional theory data (ωB97M-V/def2-TZVPD) for the molecule C9H11NO2.

Summary:
Energy relative to the best compared isomer or geometry (same formula, charge and spin) = 366.34 kJ/mol
E_HOMO = -8.2 eV
Orbital gap = 8.9 eV
SMILES string = NC1Cc2cc(O)c(O)cc2C1
2S+1 = 1

Last column: Löwdin charge in e.
Geometry (Å):
C -0.4226 2.3609 -0.1477  -0.364
C -0.1589 1.4449 -1.3461  -0.106
C 0.0896 0.1112 -0.6863  -0.151
C 0.9654 -1.0142 -1.1125  0.068
C 0.7373 -2.2937 -0.5302  -0.221
C -0.1156 -2.3197 0.6250  -0.270
C -0.6520 -1.1265 1.0211  -0.028
C -0.5533 0.0520 0.5139  -0.324
C -1.1260 1.2786 0.8751  -0.064
H 1.5253 2.4064 0.3496  0.076
H 0.6181 3.4870 1.2540  0.073
H -1.1153 3.0566 -0.5606  0.112
H 0.7380 1.9610 -1.7193  0.112
H -0.9943 1.4871 -2.1628  0.155
H 1.7655 -1.0599 -1.9779  0.143
H 1.3984 -3.6846 -1.9578  0.175
H -0.2323 -3.3244 2.2206  0.185
H -1.2804 -1.4580 1.9209  0.158
H -0.7768 1.4786 1.9855  0.160
H -2.1665 1.2926 0.8043  0.096
N 0.7412 3.0415 0.3573  0.046
O 1.2699 -3.5778 -0.9026  -0.032
O -0.2547 -3.5995 1.1768  0.001

| no. | E (eV) | F_max (eV/A) |
| --- | --- | --- |
| 1 | -76799.79128 | 4.72 |
| 2 | -50846.62723 | 4.90 |
| 3 | -67428.43373 | 9.73 |
| 4 | -92009.54096 | 3.72 |
| 5 | -15093.38768 | 9.87 |